A molecular structure, C42H103F2N10O9S2V at a distorted geometry, computed with ωB97M-V/def2-TZVPD.

Output
E (eV): -131327.212
Highest occupied orbital energy (alpha / beta) (eV): -10.8 / -10.8
LUMO (alpha / beta) (eV): -6.11 / -8.78
Orbital gap (alpha / beta) (eV): 4.659 / 1.989

Structure (ORCA input):
```
! RIJCOSX wB97M-V def2-TZVPD def2/J DEFGRID3
* xyz 2 3
O -25.31 15.44 28.07
V -24.56 14.24 28.70
N -25.90 12.71 28.77
S -27.14 12.27 27.66
O -28.41 13.00 27.78
O -27.11 11.00 26.90
F -26.41 13.24 26.50
S -26.28 11.49 29.70
O -25.68 10.21 29.44
O -27.63 11.57 30.28
F -25.40 12.00 30.97
C -26.79 15.29 23.48
C -27.76 16.16 22.72
N -27.32 16.56 21.41
C -26.18 17.55 21.44
C -26.58 19.05 21.65
C -28.43 16.94 20.57
C -28.01 17.35 19.16
H -27.30 14.88 24.36
H -25.82 15.74 23.69
H -26.59 14.45 22.81
H -28.77 15.75 22.76
H -27.83 17.05 23.36
H -25.54 17.38 20.57
H -25.54 17.25 22.27
H -25.75 19.76 21.66
H -26.99 19.20 22.65
H -27.30 19.45 20.93
H -29.11 16.09 20.49
H -29.02 17.74 21.02
H -27.30 18.17 19.23
H -27.59 16.50 18.62
H -28.93 17.68 18.68
C -31.48 9.61 21.77
C -31.70 10.96 22.46
N -30.78 11.20 23.53
C -31.19 12.30 24.42
C -30.22 12.66 25.56
C -29.37 11.35 23.08
C -29.07 12.57 22.24
H -30.63 9.58 21.09
H -32.31 9.52 21.06
H -31.47 8.79 22.48
H -31.57 11.69 21.66
H -32.70 10.95 22.91
H -31.45 13.20 23.87
H -32.13 11.93 24.84
H -29.27 13.09 25.28
H -30.68 13.36 26.25
H -29.96 11.77 26.14
H -29.03 10.45 22.56
H -28.72 11.37 23.96
H -29.48 12.48 21.23
H -27.98 12.64 22.16
H -29.46 13.47 22.71
C -25.47 10.16 35.02
C -25.95 10.42 33.57
N -27.26 9.81 33.31
C -27.25 8.40 33.38
C -26.09 7.72 32.56
C -28.34 10.46 34.21
C -29.73 10.52 33.58
H -24.52 10.65 35.21
H -25.29 9.13 35.32
H -26.20 10.56 35.72
H -26.07 11.49 33.42
H -25.21 10.03 32.88
H -27.28 8.05 34.41
H -28.22 7.99 33.08
H -26.26 6.65 32.69
H -26.15 8.12 31.54
H -25.12 7.95 32.99
H -28.05 11.49 34.41
H -28.23 9.94 35.17
H -30.33 10.74 34.46
H -29.83 9.53 33.13
H -29.83 11.28 32.80
C -30.07 4.72 28.49
C -29.26 5.83 27.82
N -29.94 7.18 27.81
C -29.02 8.27 27.39
C -28.50 8.00 25.96
C -30.45 7.52 29.14
C -29.49 7.51 30.35
H -29.43 3.84 28.41
H -30.92 4.47 27.86
H -30.28 4.88 29.55
H -28.28 5.93 28.28
H -29.03 5.60 26.78
H -29.52 9.23 27.51
H -28.13 8.40 28.02
H -29.25 7.54 25.32
H -28.26 8.95 25.49
H -27.67 7.30 25.90
H -31.34 6.95 29.38
H -30.82 8.54 29.11
H -29.99 7.34 31.30
H -29.08 8.51 30.53
H -28.73 6.73 30.27
C -23.36 8.01 29.86
C -22.50 6.79 30.24
N -21.49 7.21 31.31
C -22.07 7.55 32.60
C -22.59 6.35 33.35
C -20.36 6.29 31.27
C -19.16 6.91 32.04
H -22.68 8.78 29.47
H -23.90 8.47 30.69
H -24.06 7.85 29.05
H -23.12 5.94 30.55
H -22.07 6.47 29.29
H -22.92 8.23 32.48
H -21.30 8.05 33.18
H -22.97 6.58 34.34
H -21.86 5.60 33.65
H -23.30 5.79 32.74
H -20.57 5.28 31.60
H -20.14 6.18 30.20
H -19.22 6.90 33.13
H -18.19 6.49 31.74
H -19.13 7.98 31.87
C -25.64 14.96 31.84
O -25.12 14.92 30.70
N -26.98 14.91 32.12
C -27.37 14.95 33.53
C -27.98 14.78 31.12
H -25.04 15.08 32.75
H -28.01 14.10 33.75
H -27.93 15.89 33.61
H -26.54 14.98 34.23
H -27.53 14.68 30.13
H -28.44 13.82 31.37
H -28.76 15.54 31.14
C -30.41 15.34 28.78
O -31.02 15.39 29.88
N -29.53 16.31 28.43
C -28.90 16.25 27.11
C -29.28 17.51 29.26
H -30.41 14.51 28.06
H -29.15 17.18 26.61
H -29.28 15.45 26.48
H -27.83 16.25 27.32
H -29.78 18.39 28.86
H -29.55 17.36 30.30
H -28.20 17.66 29.31
C -23.26 13.94 25.56
O -23.63 13.90 26.75
N -23.41 12.89 24.67
C -23.92 11.57 25.13
C -23.26 13.13 23.24
H -22.95 14.81 24.97
H -24.88 11.25 24.72
H -23.83 11.46 26.21
H -23.26 10.80 24.74
H -22.43 12.49 22.91
H -24.16 13.09 22.63
H -22.91 14.15 23.08
C -22.09 12.14 29.74
O -22.99 12.99 29.53
N -21.60 11.82 30.95
C -22.06 12.32 32.18
C -20.44 10.91 31.08
H -21.58 11.56 28.96
H -22.36 11.54 32.88
H -22.84 13.07 32.10
H -21.21 12.76 32.70
H -20.76 10.05 31.66
H -19.92 10.56 30.18
H -19.67 11.39 31.68
*
```


8 unconnected molecules or ions with the total composition C42H103F3N6O15S at a distorted geometry, computed with ωB97M-V/def2-TZVPD.

Output
E (eV): -103828.738
Highest occupied orbital energy (alpha / beta) (eV): -9.8 / -13.4
LUMO (alpha / beta) (eV): -5.81 / -5.84
Energy above the lowest of the compared OMol25 structures with the same formula, charge and spin (kcal per mole): 0.00
Orbital gap (alpha / beta) (eV): 4.002 / 7.521

Structure (ORCA input):
```
! RIJCOSX wB97M-V def2-TZVPD def2/J DEFGRID3
* xyz 3 2
C 5.70 -1.34 -1.43
O 5.80 -2.64 -0.81
C 4.56 -3.44 -0.76
C 4.77 -4.93 -0.39
N 5.54 -5.12 0.93
H 6.49 -5.27 0.62
H 5.53 -4.23 1.42
C 5.30 -6.38 1.82
C 3.75 -6.57 2.18
O 3.72 -6.91 3.58
C 2.42 -7.07 3.95
H 6.70 -0.91 -1.48
H 5.13 -0.58 -0.90
H 5.43 -1.46 -2.48
H 4.38 -3.44 -1.84
H 3.76 -2.92 -0.23
H 5.35 -5.51 -1.11
H 3.77 -5.34 -0.31
H 5.90 -6.12 2.69
H 5.74 -7.24 1.30
H 3.37 -7.27 1.43
H 3.09 -5.71 2.03
H 2.36 -7.54 4.94
H 1.84 -7.65 3.23
H 2.01 -6.07 4.11
C -7.35 8.62 -0.23
O -7.24 7.33 0.35
C -6.95 6.38 -0.68
C -6.42 5.08 0.08
N -4.93 4.92 -0.02
H -4.58 4.07 0.41
H -4.61 4.67 -0.94
C -4.04 6.05 0.41
C -2.58 5.36 0.64
O -2.24 4.60 -0.44
C -0.84 4.23 -0.47
H -8.01 8.50 -1.09
H -6.50 8.96 -0.83
H -7.59 9.34 0.55
H -6.28 6.71 -1.48
H -7.87 6.13 -1.20
H -6.99 4.26 -0.36
H -6.58 5.03 1.15
H -4.35 6.40 1.40
H -4.07 6.83 -0.35
H -2.55 4.77 1.55
H -1.87 6.17 0.78
H -0.57 3.41 -1.12
H -0.48 3.84 0.48
H -0.23 5.12 -0.64
C 4.04 3.86 3.63
O 3.82 3.99 2.19
C 4.36 2.84 1.54
C 4.46 3.01 0.01
N 3.13 3.46 -0.59
H 2.35 2.85 -0.40
H 2.88 4.33 -0.15
C 3.02 4.03 -2.04
C 2.36 2.93 -2.93
O 3.45 2.00 -3.14
C 3.23 0.94 -4.09
H 3.96 2.84 4.03
H 3.49 4.59 4.23
H 5.09 4.13 3.73
H 3.76 1.94 1.67
H 5.39 2.63 1.85
H 4.78 2.12 -0.53
H 5.11 3.88 -0.06
H 4.04 4.28 -2.32
H 2.38 4.91 -1.97
H 1.87 3.43 -3.76
H 1.46 2.66 -2.38
H 2.62 0.13 -3.68
H 4.26 0.72 -4.38
H 2.77 1.33 -5.00
C -3.15 4.70 5.24
O -2.39 3.96 4.28
C -1.13 3.36 4.61
C -0.21 2.86 3.39
N -0.93 2.16 2.31
H -1.47 2.88 1.86
H -0.24 1.82 1.66
C -1.60 0.81 2.78
C -0.55 -0.14 3.33
O -0.18 0.15 4.71
C 0.58 -0.91 5.30
H -3.82 5.45 4.83
H -2.61 5.28 5.99
H -3.73 3.94 5.76
H -1.31 2.49 5.24
H -0.71 3.84 5.49
H 0.65 2.32 3.80
H 0.17 3.75 2.88
H -2.09 0.41 1.89
H -2.36 1.07 3.52
H 0.28 -0.10 2.64
H -0.97 -1.14 3.23
H 0.80 -0.73 6.35
H 1.49 -1.04 4.71
H 0.05 -1.86 5.23
C -5.08 -1.28 -5.06
O -5.10 -0.49 -3.90
C -4.23 -1.04 -2.95
C -4.58 -0.34 -1.67
N -4.33 1.19 -1.74
H -4.65 1.47 -2.65
H -4.83 1.72 -1.04
C -2.86 1.67 -1.70
C -2.11 1.58 -3.12
O -3.09 1.75 -4.08
C -2.46 1.95 -5.33
H -4.09 -1.06 -5.44
H -5.76 -0.77 -5.74
H -5.10 -2.34 -4.80
H -3.17 -1.05 -3.22
H -4.42 -2.08 -2.68
H -4.01 -0.71 -0.82
H -5.66 -0.36 -1.52
H -2.36 1.09 -0.92
H -3.17 2.69 -1.47
H -1.62 0.61 -3.23
H -1.31 2.32 -3.23
H -1.69 1.20 -5.50
H -2.07 2.97 -5.43
H -3.26 1.80 -6.05
C -0.58 -7.13 0.78
C -1.11 -6.67 -0.63
C -1.09 -5.18 -0.83
N -1.45 -4.69 -2.31
C -1.55 -3.12 -2.26
C -0.24 -2.37 -1.98
C 0.87 -2.82 -3.06
C 1.08 -4.41 -3.05
C -0.29 -5.15 -3.26
C -2.73 -5.32 -2.85
H -1.16 -6.54 1.50
H 0.49 -7.00 0.87
H -0.84 -8.17 0.98
H -2.15 -7.00 -0.63
H -0.56 -7.29 -1.33
H -0.07 -4.82 -0.69
H -1.79 -4.67 -0.17
H -2.43 -2.97 -1.62
H -1.94 -2.85 -3.25
H 0.02 -2.60 -0.95
H -0.35 -1.29 -1.96
H 1.86 -2.39 -2.93
H 0.61 -2.53 -4.08
H 1.59 -4.62 -2.11
H 1.74 -4.71 -3.87
H -0.15 -6.21 -3.08
H -0.81 -4.95 -4.20
H -2.94 -5.03 -3.88
H -3.59 -5.35 -2.18
H -2.54 -6.39 -2.95
C 1.98 -0.53 0.04
C 0.94 0.56 0.19
O 1.28 1.73 0.49
O -0.23 0.21 0.18
H 2.16 -0.71 -1.02
H 1.54 -1.43 0.47
H 2.92 -0.14 0.44
C 5.56 -0.64 3.63
F 4.80 -0.39 2.63
F 6.89 -0.51 3.33
F 5.10 0.25 4.53
S 5.25 -2.47 4.24
O 5.72 -3.38 3.16
O 6.11 -2.50 5.42
O 3.79 -2.52 4.61
*
```


11 unconnected molecules or ions with the total composition C42H103N3O9 at a distorted geometry, computed with ωB97M-V/def2-TZVPD.

Output
E (eV): -68123.088
Highest occupied orbital energy (eV): -9.3
LUMO (eV): 0.22
Structure (SMILES): CC(N)=O.CC(N)=O.CC(N)=O.CCCCCC.CCCCCC.CCCCCC.CCCCCC.CCCCCC.OCCO.OCCO.OCCO
Orbital gap (eV): 9.544

Structure (ORCA input):
```
! RIJCOSX wB97M-V def2-TZVPD def2/J DEFGRID3
* xyz 0 1
C 1.41 2.35 -4.92
C 0.43 2.58 -3.77
C 0.79 3.76 -2.88
C -0.19 3.96 -1.73
C 0.30 4.94 -0.69
C -0.51 4.91 0.60
H 1.23 1.54 -5.63
H 2.40 2.12 -4.51
H 1.51 3.29 -5.48
H -0.63 2.66 -4.02
H 0.51 1.66 -3.17
H 0.80 4.70 -3.44
H 1.82 3.67 -2.52
H -1.21 4.20 -2.07
H -0.33 2.99 -1.24
H 1.29 4.56 -0.39
H 0.39 5.96 -1.06
H -1.46 5.42 0.39
H -0.81 3.90 0.86
H -0.03 5.34 1.48
C -2.60 -4.58 -4.00
C -3.02 -3.32 -4.74
C -3.37 -2.11 -3.86
C -3.56 -0.83 -4.70
C -2.26 -0.19 -5.18
C -2.39 1.22 -5.75
H -3.41 -4.92 -3.34
H -1.82 -4.40 -3.25
H -2.28 -5.34 -4.70
H -2.25 -3.01 -5.46
H -3.90 -3.45 -5.37
H -2.60 -1.91 -3.10
H -4.28 -2.34 -3.30
H -4.14 -1.11 -5.59
H -4.19 -0.13 -4.16
H -1.51 -0.15 -4.38
H -1.77 -0.85 -5.91
H -1.40 1.58 -6.01
H -3.06 1.24 -6.62
H -2.78 1.87 -4.97
C 0.72 0.75 2.66
C 0.22 1.45 1.40
C 0.08 0.48 0.23
C -0.78 -0.76 0.47
C -1.10 -1.62 -0.76
C 0.08 -1.89 -1.70
H -0.10 0.10 2.98
H 0.94 1.39 3.51
H 1.56 0.10 2.41
H -0.74 1.93 1.60
H 0.94 2.19 1.03
H 1.09 0.09 0.01
H -0.18 0.98 -0.70
H -0.32 -1.39 1.24
H -1.74 -0.45 0.89
H -1.55 -2.55 -0.39
H -1.90 -1.05 -1.24
H 0.90 -2.14 -1.02
H -0.12 -2.79 -2.27
H 0.32 -1.00 -2.28
C 4.50 -6.83 -0.93
C 4.43 -5.44 -1.54
C 4.44 -5.46 -3.09
C 4.23 -4.07 -3.69
C 2.77 -3.62 -3.65
C 1.88 -4.21 -4.73
H 3.73 -7.44 -1.39
H 4.29 -6.83 0.14
H 5.51 -7.22 -1.10
H 3.45 -5.06 -1.23
H 5.22 -4.76 -1.20
H 3.74 -6.23 -3.44
H 5.43 -5.84 -3.36
H 4.87 -3.32 -3.22
H 4.64 -4.04 -4.70
H 2.33 -3.89 -2.69
H 2.69 -2.53 -3.68
H 2.32 -4.15 -5.73
H 1.79 -5.29 -4.57
H 0.87 -3.79 -4.71
C -8.79 2.62 -0.50
C -7.56 3.39 -0.95
C -6.23 2.67 -0.71
C -5.83 1.55 -1.67
C -4.52 0.86 -1.34
C -3.30 1.78 -1.18
H -9.72 3.19 -0.51
H -8.72 2.16 0.49
H -8.95 1.81 -1.22
H -7.69 3.79 -1.96
H -7.46 4.27 -0.30
H -6.25 2.27 0.31
H -5.43 3.42 -0.64
H -6.68 0.88 -1.80
H -5.73 2.07 -2.63
H -4.67 0.33 -0.39
H -4.33 0.05 -2.05
H -3.34 2.69 -1.76
H -3.22 2.05 -0.13
H -2.39 1.22 -1.43
C -0.93 -3.72 4.77
C -0.21 -3.35 3.50
O 0.80 -4.32 3.17
O -1.28 -5.11 4.69
H -1.82 -3.08 4.89
H -0.43 -3.54 5.74
H 0.26 -2.37 3.57
H -0.93 -3.32 2.67
H 0.35 -5.16 3.32
H -2.08 -5.20 5.21
C 2.96 -2.85 1.00
C 3.51 -1.60 0.29
O 3.54 -1.76 -1.11
O 1.55 -2.83 0.87
H 3.29 -2.86 2.04
H 3.41 -3.67 0.42
H 4.54 -1.45 0.61
H 3.01 -0.71 0.69
H 2.65 -1.71 -1.47
H 1.19 -3.38 1.59
C 1.62 4.45 5.19
C 0.99 5.54 4.41
O 0.86 6.79 5.10
O 0.79 4.02 6.28
H 2.57 4.84 5.57
H 1.84 3.58 4.56
H 0.04 5.24 3.94
H 1.51 5.80 3.48
H 1.44 7.42 4.67
H 1.34 3.48 6.86
O -2.99 0.82 7.42
C -1.98 1.24 6.87
N -1.58 2.51 6.98
C -1.05 0.28 6.17
H -2.11 3.18 7.51
H -0.76 2.87 6.49
H -1.26 0.23 5.09
H -1.21 -0.72 6.55
H -0.02 0.61 6.30
O 3.99 -0.26 6.77
C 3.87 0.12 5.62
N 3.15 1.24 5.32
C 4.33 -0.69 4.44
H 2.90 1.85 6.07
H 3.23 1.50 4.33
H 3.73 -0.54 3.54
H 4.42 -1.76 4.59
H 5.32 -0.28 4.20
O 3.83 2.13 2.67
C 4.32 2.09 1.54
N 5.37 1.31 1.25
C 3.81 2.95 0.41
H 5.82 1.33 0.35
H 5.75 0.67 1.93
H 3.36 3.86 0.81
H 2.97 2.42 -0.06
H 4.58 3.24 -0.31
*
```